ORCA calculation (ωB97M-V with the def2-TZVPD basis set) on an isolated molecule of C24H29N3O3.

```
59
Properties=species:S:1:pos:R:3:forces:R:3
O 1.788409 2.335203 0.908622 0.1 -0.1 0.4
C 1.292539 2.401666 -0.405157 0.0 -0.2 -0.5
C 1.367547 1.069124 -1.178656 -0.1 0.4 0.3
N 0.478134 0.014270 -0.741049 -0.1 0.2 0.1
C -0.929867 0.291725 -0.908791 0.0 -0.5 0.0
C -1.723710 -0.990377 -1.228703 -0.3 0.6 -0.6
O -1.950283 -1.789277 -0.089781 -0.1 -0.2 0.4
C -3.060759 -0.656788 -1.932153 0.6 -0.5 0.1
N -3.866992 0.261945 -1.178852 -0.1 0.0 -0.1
C -3.870968 1.623484 -1.331130 -0.1 0.4 0.0
C -4.687529 2.205261 -0.412617 0.1 0.1 -0.1
C -5.236717 1.155457 0.373922 0.1 -0.4 -0.1
C -6.127807 1.116231 1.446134 0.0 -0.1 0.0
C -6.465054 -0.106718 1.978872 -0.1 0.1 0.1
C -5.936722 -1.292989 1.461971 0.0 -0.1 0.0
C -5.052516 -1.286570 0.404784 0.0 -0.2 0.0
C -4.699360 -0.053391 -0.135421 -0.4 0.2 0.4
C 0.843269 -0.629817 0.510579 0.2 -0.4 -0.2
C 1.279874 -2.096892 0.272736 0.3 0.2 0.1
O 0.420479 -3.024180 0.886157 -0.1 -0.3 0.2
C 2.692468 -2.377174 0.821737 -0.8 -0.4 0.1
N 3.686805 -1.585116 0.158058 0.1 0.1 0.0
C 4.099548 -1.791977 -1.129252 0.2 0.0 -0.3
C 4.927631 -0.791084 -1.535703 -0.1 -0.1 -0.1
C 5.040729 0.113955 -0.445552 -0.2 -0.1 0.3
C 5.723136 1.315986 -0.255157 0.0 0.0 0.1
C 5.606447 1.957045 0.956988 0.1 0.2 -0.1
C 4.832517 1.417021 1.989896 -0.1 -0.1 0.1
C 4.149769 0.228863 1.832165 -0.1 0.0 0.2
C 4.245115 -0.418696 0.603499 0.4 0.5 -0.1
H 2.733088 2.132054 0.884521 0.0 0.0 0.0
H 0.251913 2.720406 -0.306794 0.0 0.0 -0.1
H 1.834219 3.165446 -0.981959 -0.1 0.0 0.0
H 1.143840 1.278509 -2.229342 0.1 0.0 0.0
H 2.389279 0.684532 -1.127565 0.1 0.0 -0.1
H -1.379323 0.772400 -0.022184 -0.1 0.1 -0.1
H -1.035857 0.973048 -1.754798 0.0 0.1 0.0
H -1.125661 -1.614549 -1.899866 0.0 0.1 0.0
H -2.495628 -1.292310 0.535488 0.0 0.0 0.0
H -3.617682 -1.588194 -2.072410 0.0 0.1 -0.1
H -2.851643 -0.223694 -2.913030 -0.1 0.0 0.0
H -3.289643 2.081103 -2.109210 0.1 0.0 -0.1
H -4.885048 3.252856 -0.304373 0.0 0.2 0.0
H -6.542428 2.031192 1.842049 -0.1 0.1 0.1
H -7.153486 -0.159541 2.809273 -0.1 0.0 0.1
H -6.229349 -2.235126 1.900962 0.0 -0.1 0.0
H -4.656712 -2.212081 0.012936 0.0 -0.1 0.0
H -0.000984 -0.631537 1.206834 0.1 0.0 0.0
H 1.647771 -0.076015 0.992763 -0.1 0.0 0.0
H 1.298131 -2.259538 -0.818440 0.1 0.1 0.2
H -0.482621 -2.823927 0.590870 0.1 0.0 0.1
H 2.706729 -2.169343 1.892576 0.1 0.0 0.0
H 2.906556 -3.440324 0.677833 0.0 0.1 0.1
H 3.772232 -2.662217 -1.665470 -0.1 -0.2 -0.1
H 5.406495 -0.701323 -2.490223 0.1 -0.1 -0.2
H 6.330569 1.727654 -1.047432 0.1 0.1 -0.1
H 6.124581 2.889641 1.124887 0.0 0.1 0.0
H 4.771881 1.941681 2.931521 0.0 0.0 0.1
H 3.562677 -0.176965 2.642413 -0.1 0.0 0.1
```
Forces are in eV/Å.

Highest occupied orbital energy = -8.04 eV
Structure (SMILES) = OCCN(C[C@@H](O)Cn1ccc2ccccc21)C[C@H](O)Cn1ccc2ccccc21
Molecular weight = 407.51 g mol⁻¹
Calculated total energy = -1321.92626 a.u.

Here are the Löwdin charges for atoms 1 to 6, given in e: O -0.065; C -0.235; C -0.154; N -0.155; C -0.142; C -0.312